Density functional theory data (ωB97M-V/def2-TZVPD) for a structure of composition C39H48BIN7O3PdS.

The geometry in XYZ format:
```
101
Properties=species:S:1:pos:R:3:lowdin_charge:R:1
Pd 0.2717 0.1561 -0.6519 0.44
C -1.5205 1.7361 2.1292 0.02
C -2.0728 1.7297 0.7520 -0.40
N -1.6827 0.9997 -0.2822 0.01
C -2.4296 1.4276 -1.3621 -0.14
C -3.2764 2.4135 -0.9724 -0.07
N -3.0404 2.5889 0.3684 0.12
H -0.9834 0.8134 2.3169 0.05
H -2.3178 1.8407 2.8657 0.09
H -0.8319 2.5747 2.2560 0.08
H -2.3078 0.9958 -2.3385 0.10
H -4.0060 2.9901 -1.5105 0.12
H -3.4588 3.2853 0.9619 0.17
C 3.5825 -3.9750 -2.9013 -0.09
C 2.4400 -4.2309 -1.9177 -0.38
C 2.1466 -5.7366 -1.8987 -0.06
C 2.7261 -3.7352 -0.5105 -0.17
C 3.9955 -3.8953 0.0247 -0.04
C 4.2823 -3.4925 1.3175 -0.07
C 3.2768 -2.9735 2.1066 -0.05
C 1.9759 -2.8243 1.6243 -0.13
C 0.9297 -2.4559 2.6610 -0.35
C -0.2845 -1.6344 2.2469 -0.08
C 0.4476 -3.7425 3.3448 -0.06
C 1.7213 -3.1597 0.2937 -0.15
N 0.4237 -2.9573 -0.2704 0.03
B -0.1908 -1.7766 -0.8732 -0.66
N -1.3637 -2.3355 -1.5169 0.03
C -1.4446 -3.7022 -1.2458 -0.06
C -0.3907 -4.0631 -0.4982 -0.08
C -2.3465 -1.7245 -2.3413 -0.13
C -1.9982 -1.3008 -3.6340 -0.14
C -2.9934 -0.7543 -4.4400 -0.05
C -4.2978 -0.6416 -3.9900 -0.07
C -4.6224 -1.0626 -2.7124 -0.04
C -3.6579 -1.5983 -1.8671 -0.14
C -4.0438 -2.0320 -0.4678 -0.36
C -4.7753 -0.9287 0.2964 -0.05
C -4.9021 -3.3003 -0.5121 -0.06
C -0.5886 -1.4180 -4.1792 -0.39
C -0.0528 -0.0594 -4.6250 -0.10
C -0.5350 -2.4366 -5.3192 -0.06
H 3.2606 -4.2436 -3.9100 0.08
H 4.4542 -4.5910 -2.6694 0.07
H 3.8822 -2.9303 -2.9055 0.03
H 1.5566 -3.7008 -2.2770 0.12
H 3.0357 -6.2817 -1.5717 0.08
H 1.8844 -6.0857 -2.8998 0.08
H 1.3302 -5.9950 -1.2260 0.06
H 4.7821 -4.3186 -0.5863 0.11
H 5.2851 -3.5980 1.7125 0.10
H 3.4866 -2.6932 3.1331 0.11
H 1.4651 -1.8648 3.4116 0.13
H -1.0346 -2.2438 1.7376 0.08
H -0.0514 -0.8024 1.5741 0.03
H -0.7466 -1.2397 3.1568 0.08
H -0.0819 -4.3684 2.6225 0.08
H -0.2421 -3.5128 4.1604 0.08
H 1.2824 -4.3184 3.7454 0.08
H -2.2540 -4.3054 -1.6211 0.11
H -0.1370 -5.0382 -0.1169 0.11
H -2.7432 -0.4205 -5.4400 0.11
H -5.0597 -0.2184 -4.6327 0.10
H -5.6415 -0.9582 -2.3597 0.11
H -3.1245 -2.2635 0.0722 0.12
H -5.7165 -0.6625 -0.1880 0.07
H -4.1635 -0.0294 0.3671 0.06
H -5.0102 -1.2668 1.3077 0.08
H -5.8529 -3.1051 -1.0135 0.08
H -5.1197 -3.6516 0.4985 0.08
H -4.4004 -4.1041 -1.0516 0.06
H 0.0584 -1.7729 -3.3792 0.07
H -0.6555 0.3665 -5.4314 0.07
H 0.9727 -0.1585 -4.9835 0.07
H -0.0325 0.6427 -3.7890 0.04
H -1.1188 -2.0961 -6.1784 0.07
H -0.9341 -3.4022 -5.0029 0.08
H 0.4950 -2.5833 -5.6498 0.08
I 2.4735 -0.3701 -1.8536 0.37
O -2.8336 7.3609 2.3314 -0.39
S -1.9921 8.3248 3.0159 0.39
O -2.2934 8.5007 4.4226 -0.37
O -1.7380 9.5469 2.2761 -0.36
C -0.3435 7.5286 3.0417 -0.34
N 0.5771 8.0279 3.8685 0.12
C 1.7455 7.3996 3.8878 -0.12
C 2.0201 6.2761 3.1198 -0.01
C 1.0032 5.8564 2.2721 -0.22
N -0.1653 6.5006 2.2299 0.16
C 1.0796 4.6568 1.3991 -0.14
C 0.1750 4.5417 0.3434 0.01
C 0.1227 3.3624 -0.3655 -0.13
N 0.8814 2.2991 -0.0768 -0.03
C 1.8115 2.4397 0.8698 -0.14
C 1.9494 3.5950 1.6237 -0.01
H 2.5037 7.8060 4.5504 0.11
H 2.9823 5.7884 3.1788 0.10
H -0.5028 5.3576 0.1362 0.12
H -0.5994 3.2299 -1.1629 0.10
H 2.4385 1.5727 1.0438 0.09
H 2.6828 3.6198 2.4178 0.11
```

Summary:
gap between HOMO and LUMO	7.5	eV
energy above the lowest of the compared OMol25 structures with the same formula, charge and spin	4.7	kcal/mol
strongest force on any atom	0.009	Eh/bohr
spin multiplicity	1
LUMO level	1.8	eV
charge	-1

---

Density functional theory data (ωB97M-V/def2-TZVPD) for a cluster of 2 separate species, C5H11N3S in total.

The geometry in XYZ format:
```
20
Properties=species:S:1:pos:R:3:lowdin_charge:R:1
C 1.4549 -1.1486 0.4407 -0.51
C 1.7613 -1.9834 1.4084 0.03
C -0.8656 2.3261 -0.4929 -0.31
C 2.4243 -0.1296 -0.2321 -0.02
C -2.1142 1.7067 0.0692 -0.12
N 0.3010 -1.2172 -0.2664 -0.29
N -2.0307 -1.8843 -1.0001 -0.32
N -0.0151 1.7009 -1.1962 0.08
S -1.1192 -1.6900 0.2624 0.93
H 2.5814 -1.8253 2.0153 0.04
H 1.1547 -2.8156 1.6688 0.04
H -0.5924 3.3175 -0.0729 0.10
H 3.2415 -0.0078 0.3592 0.03
H 2.0513 0.8852 -0.2845 0.05
H 2.6457 -0.6645 -1.1328 0.08
H -2.9950 1.6218 -0.6568 0.10
H -2.5751 2.4895 0.7118 0.06
H -1.9910 0.7314 0.6231 0.03
H -2.9913 -2.1328 -0.8791 -0.03
H -0.3264 0.7201 -1.3452 0.03
```

Summary:
gap between HOMO and LUMO (spin up / spin down)	7.6 / 7.6	eV
energy above the lowest of the compared OMol25 structures with the same formula, charge and spin	78.8	kcal/mol
strongest force on any atom	0.083	Eh/bohr
spin multiplicity	1
LUMO level (spin up / spin down)	-1.0 / -1.0	eV
charge	0

---

Density functional theory data (ωB97M-V/def2-TZVPD) for a cluster of 2 separate species, C5H6N2O3 in total.

The geometry in XYZ format:
```
16
Properties=species:S:1:pos:R:3:lowdin_charge:R:1
O 4.7492 0.1684 0.6669 0.13
C 3.6632 -0.0062 1.1538 -0.43
C 3.2415 -1.1381 2.1092 0.02
C 1.7963 -1.2340 1.7851 -0.20
C 1.4829 -0.3324 0.8055 -0.18
O 2.5606 0.5583 0.5774 0.09
C 0.0945 -0.3963 0.6192 -0.06
N -0.3863 -1.3692 1.4011 0.03
N 0.6434 -1.8386 2.1195 0.03
H 3.8149 -2.0473 1.8844 0.14
H 3.4706 -0.8327 3.1396 0.13
H -0.5545 0.1294 -0.0751 0.11
H 0.4757 -2.5224 2.8457 0.16
O 2.6879 -0.6315 -2.3112 -0.07
H 3.6272 -0.3661 -2.1637 0.06
H 2.3391 0.0159 -2.9313 0.03
```

Summary:
gap between HOMO and LUMO	9.6	eV
energy above the lowest of the compared OMol25 structures with the same formula, charge and spin	29.3	kcal/mol
strongest force on any atom	0.047	Eh/bohr
spin multiplicity	1
LUMO level	0.6	eV
charge	0

---

Density functional theory data (ωB97M-V/def2-TZVPD) for a structure of composition C42H46FIrN8O5Te.

The geometry in XYZ format:
```
104
Properties=species:S:1:pos:R:3:lowdin_charge:R:1
Ir -0.8643 -2.4880 -1.2595 1.33
F 0.8180 4.2281 -1.2902 0.07
C -0.2277 3.6808 -0.6414 -0.18
C -0.3949 2.3330 -0.7297 0.08
C -1.4782 1.6950 -0.1115 -0.04
C -1.6775 0.2607 -0.2466 -0.26
O -0.8477 -0.3920 -0.9580 -0.20
C -2.8114 -0.2650 0.4218 -0.03
C -3.6378 0.5826 1.1238 0.07
N -3.4619 1.8983 1.2375 0.03
C -4.4518 2.7055 1.9370 -0.25
C -4.1050 3.2918 3.2755 -0.08
C -5.0915 2.1671 3.1761 -0.06
C -2.3752 2.4967 0.6084 -0.10
C -2.1809 3.8807 0.6974 0.08
C -1.1212 4.5148 0.0673 -0.12
N -0.9672 5.9024 0.1600 -0.08
C 0.2619 6.5770 -0.2626 -0.12
C 0.1862 8.0539 0.1321 -0.07
N -0.6087 8.1830 1.3995 0.07
C -2.0632 7.8219 1.1700 -0.06
C -2.1305 6.7740 0.0612 -0.12
C -3.2159 -1.7115 0.4521 -0.60
O -4.0227 -2.0981 1.2853 0.07
O -2.7153 -2.4887 -0.4552 -0.18
H 0.3009 1.7619 -1.3284 0.09
H -4.5060 0.1679 1.6160 0.15
H -5.0636 3.2860 1.2577 0.16
H -4.4692 4.2838 3.5026 0.11
H -3.1319 3.0477 3.6799 0.12
H -6.1415 2.3801 3.3111 0.12
H -4.7736 1.2043 3.5503 0.11
H -2.8695 4.4581 1.2938 0.11
H 0.4354 6.5342 -1.3406 0.14
H 1.1122 6.1081 0.2315 0.14
H -0.3248 8.6647 -0.6093 0.14
H 1.1778 8.4692 0.2960 0.15
H -0.5360 9.1311 1.7740 0.19
H -0.2159 7.5568 2.1048 0.19
H -2.5931 8.7349 0.9053 0.14
H -2.4447 7.4478 2.1176 0.14
H -2.1659 7.2540 -0.9224 0.14
H -3.0553 6.2143 0.1590 0.13
N -1.2727 -4.4340 -1.8324 -0.02
C -0.0984 -5.2003 -2.3622 -0.22
C 0.1573 -6.5351 -1.6558 -0.12
C 0.8431 -6.5523 -0.2869 -0.14
C 0.0641 -5.9751 0.8889 -0.16
N -1.1571 -6.7357 1.1728 0.10
C -2.2485 -6.2117 1.7335 -0.42
N -3.3215 -6.9769 1.9408 0.22
N -2.2831 -4.9311 2.0742 0.25
C 1.1072 -4.2628 -2.4436 -0.62
O 2.2039 -4.6995 -2.6673 0.12
O 0.8509 -2.9785 -2.2982 -0.37
H -1.8001 -4.9435 -1.1288 0.10
H -1.9378 -4.2988 -2.5949 0.13
H -0.3258 -5.4482 -3.4020 0.17
H 0.7794 -7.1130 -2.3395 0.13
H -0.7981 -7.0692 -1.6129 0.12
H 1.8010 -6.0337 -0.3393 0.12
H 1.0907 -7.5935 -0.0626 0.13
H -0.2237 -4.9512 0.6623 0.07
H 0.6949 -5.9371 1.7796 0.14
H -1.0933 -7.7427 1.1366 0.17
H -3.3274 -7.9528 1.6973 0.13
H -4.1063 -6.6269 2.4637 0.14
H -1.4707 -4.3453 1.9659 0.09
H -3.1486 -4.4291 2.2299 0.13
Te 1.9615 -0.3647 -2.6884 1.82
C 2.9901 1.0876 -3.7746 -0.51
C 3.6447 2.1464 -3.1450 -0.12
C 4.2928 3.0939 -3.9177 -0.06
C 4.3063 2.9742 -5.3037 -0.04
C 3.6637 1.9125 -5.9261 -0.05
C 2.9953 0.9670 -5.1645 -0.13
C 3.2804 -0.4477 -1.0682 -0.50
C 2.9619 0.1828 0.1289 -0.13
C 3.8561 0.1058 1.1869 -0.06
C 5.0424 -0.6020 1.0459 -0.05
C 5.3421 -1.2395 -0.1516 -0.05
C 4.4606 -1.1667 -1.2209 -0.11
H 3.6700 2.2209 -2.0639 0.10
H 4.8055 3.9189 -3.4422 0.12
H 4.8284 3.7091 -5.9009 0.12
H 3.6854 1.8183 -7.0029 0.12
H 2.4903 0.1441 -5.6562 0.10
H 2.0235 0.7111 0.2518 0.09
H 3.6235 0.5900 2.1263 0.12
H 5.7346 -0.6619 1.8752 0.12
H 6.2658 -1.7921 -0.2575 0.12
H 4.6988 -1.6678 -2.1511 0.12
N 3.3044 -2.7214 4.8835 0.19
C 2.6496 -2.7155 3.9407 -0.17
C 1.8473 -2.7006 2.7493 -0.23
C 0.5682 -2.1620 2.7667 -0.01
C -0.1838 -2.1202 1.5999 -0.10
C 0.3070 -2.6067 0.3862 -0.24
C 1.5980 -3.1511 0.3928 -0.10
C 2.3518 -3.2001 1.5516 -0.02
H 0.1592 -1.7724 3.6900 0.13
H -1.1657 -1.6815 1.6752 0.08
H 2.0592 -3.5258 -0.5071 0.09
H 3.3512 -3.6137 1.5230 0.13
```

Summary:
gap between HOMO and LUMO (spin up / spin down)	7.8 / 5.7	eV
energy above the lowest of the compared OMol25 structures with the same formula, charge and spin	0.0	kcal/mol
strongest force on any atom	0.010	Eh/bohr
expectation value of S²	0.7583
spin multiplicity	2
LUMO level (spin up / spin down)	-6.9 / -9.0	eV
charge	+3

---

Density functional theory data (ωB97M-V/def2-TZVPD) for a cluster of 2 separate species, C5H13NO in total.

The geometry in XYZ format:
```
20
Properties=species:S:1:pos:R:3:lowdin_charge:R:1
C -3.2851 0.2525 -0.2362 -0.17
C -1.9505 0.3219 -0.8149 -0.18
C -0.8984 -0.1871 0.0150 -0.10
N 0.4966 0.3215 -0.1656 -0.08
C 1.4527 -0.0302 0.9677 -0.29
C 1.4215 0.8155 2.2055 -0.11
H -3.8858 -0.5214 -0.9077 0.11
H -3.2320 -0.1774 0.8186 0.09
H -3.7787 1.1994 -0.2046 0.05
H -1.7014 1.0942 -1.5339 0.09
H -1.0170 -1.1352 0.4832 0.09
H 0.4214 1.3401 -0.3044 0.11
H 2.4400 -0.0795 0.5647 0.09
H 1.0456 -1.0224 1.2726 0.11
H 2.1675 0.4819 3.0108 0.11
H 0.4006 0.8397 2.5776 0.06
H 1.6308 1.8148 1.8081 0.07
H 1.8572 -2.1795 -2.0085 0.05
H 1.5278 -0.6497 -1.7437 0.02
O 2.2758 -1.2865 -1.9369 -0.12
```

Summary:
gap between HOMO and LUMO	8.9	eV
energy above the lowest of the compared OMol25 structures with the same formula, charge and spin	61.7	kcal/mol
strongest force on any atom	0.112	Eh/bohr
spin multiplicity	1
LUMO level	1.0	eV
charge	0

---

Density functional theory data (ωB97M-V/def2-TZVPD) for the ion C2H9N4O with charge +1.

The geometry in XYZ format:
```
16
Properties=species:S:1:pos:R:3:lowdin_charge:R:1
C 1.6144 -1.5194 -0.0845 -0.03
C -0.4051 -0.1666 0.2541 -0.55
N 0.5171 -1.2644 -0.6467 0.08
N -1.3873 -0.8439 1.0889 0.17
N 0.6970 1.9256 0.0202 0.13
N -1.1513 0.3191 -0.9461 0.22
O 0.2827 0.8056 0.8788 -0.06
H 2.2475 -2.1021 -0.5975 0.04
H 2.0732 -1.2298 0.9093 0.12
H -1.2169 -0.6382 2.0279 0.08
H -1.5095 -1.7860 0.7868 0.10
H 0.4462 2.8029 0.4160 0.10
H 1.5834 1.7106 -0.3422 0.09
H -1.8723 -0.3287 -1.2764 0.17
H -1.7363 1.1593 -0.7633 0.19
H -0.5569 0.5567 -1.7152 0.14
```

Summary:
gap between HOMO and LUMO	10.8	eV
energy above the lowest of the compared OMol25 structures with the same formula, charge and spin	119.3	kcal/mol
strongest force on any atom	0.081	Eh/bohr
spin multiplicity	1
LUMO level	-3.2	eV
charge	+1